Density functional theory data (ωB97M-V/def2-TZVPD) for a structure of composition C31H45Br4Cl4N7NaO9S.

The geometry in ORCA input format:
```
! RIJCOSX wB97M-V def2-TZVPD def2/J DEFGRID3
* xyz -1 1
C -0.09 -2.85 0.68
H -3.01 -3.00 7.05
H -8.61 3.00 -7.02
H -3.39 -0.64 7.79
H 3.12 -8.36 0.03
C 1.62 -5.69 -1.41
N -1.48 1.55 -0.82
Na 2.59 0.09 -2.94
H 1.37 -9.50 -1.36
C -3.82 0.44 0.04
C -2.48 -1.19 -1.06
N -2.72 -0.07 -2.06
H -3.11 -1.57 4.18
H 5.32 11.94 -4.39
H -1.33 -4.43 -0.60
O 9.24 5.13 1.78
C 2.52 -6.39 -0.62
H -5.45 3.99 -7.86
H -2.77 -0.63 6.13
H -4.01 1.01 1.04
C 6.07 11.17 -4.54
C -3.24 -2.65 4.34
H -3.51 -0.24 -2.73
N -3.27 -0.95 0.23
O -4.02 -8.33 8.14
H -4.90 0.27 -0.42
H -8.10 1.29 -7.11
H -1.79 -8.55 7.01
Cl 7.27 1.73 1.79
H 1.65 -4.61 -1.46
C -2.90 1.14 -1.13
C -1.45 -3.33 -0.17
Br 5.69 7.80 -1.07
C -3.41 -7.35 7.70
H -4.13 -5.53 6.84
H -4.95 -6.02 8.34
H -3.31 -5.34 8.42
C 7.23 9.22 -3.81
Cl 5.34 -0.40 2.20
H -4.50 -0.38 6.41
H -3.43 1.94 -1.83
H 5.26 5.69 -2.33
C -7.76 2.33 -7.13
H 1.07 0.52 -0.10
H 3.26 -5.86 -0.03
N 0.67 -6.28 -2.17
C -4.93 3.19 -7.35
C 6.00 0.75 1.01
C 5.12 5.95 -1.28
H -2.14 -7.13 6.00
Br 3.22 5.74 -0.90
H -4.94 2.28 -7.95
N -1.66 -2.28 -1.24
O -4.21 -2.88 5.36
C 1.66 -1.64 -0.52
H -2.67 -1.04 1.09
H -3.89 3.49 -7.20
C 9.48 5.66 0.71
C -1.36 1.72 0.57
O 1.96 -1.50 -1.84
O 9.04 6.75 0.34
C 0.61 -7.63 -2.12
H 8.48 10.15 -6.67
H 7.40 8.42 -3.09
H -1.21 -3.15 3.78
O 10.20 5.18 -0.18
C -5.57 2.92 -6.02
C -2.08 -7.50 7.03
N -6.88 2.53 -6.00
O 1.26 -2.94 0.10
H -4.72 -2.68 7.32
N 8.02 9.20 -4.90
C 1.46 -8.42 -1.36
O -4.96 3.05 -4.96
H -1.44 -2.96 5.53
H -1.13 -2.33 -2.16
C 7.83 10.19 -5.80
Cl 6.69 -0.14 -0.37
H -2.05 -4.41 4.73
C 6.88 11.18 -5.67
C 2.43 -7.78 -0.59
S -0.87 1.32 2.18
Cl 4.70 1.83 0.44
H -7.26 2.53 -8.08
H -7.24 2.37 -5.07
C -3.98 -5.97 7.83
H -3.66 -3.05 3.41
C -3.87 -2.43 6.67
H -0.16 -8.08 -2.74
Br 6.21 4.73 -0.22
C 6.25 10.17 -3.58
H 5.63 10.14 -2.69
C -3.62 -0.93 6.76
H 2.90 0.20 0.24
H -1.32 -6.94 7.58
O -0.29 -2.33 1.91
H 1.57 -0.50 1.51
C 1.83 -0.24 0.39
C -1.91 -3.33 4.61
H -2.31 -3.39 0.64
Br -3.60 -0.14 -4.72
H 6.77 11.95 -6.43
*
```

- frontier orbital gap (eV) = 1.23